Computed, not measured: a structure of composition C38H43BrF6IN3O6SiV in a non-equilibrium geometry, with ωB97M-V/def2-TZVPD.

Values from the calculation:
- Multiplicity: 1
- LUMO energy: -3.363 eV
- Total charge: +1
- Orbital gap: 7.23 eV
- E: -184866.0094 eV

Last column: Mulliken charge in e.
Atoms and positions in Å:
1 H -1.227659 0.966835 -4.756397  0.5287
2 C -2.827859 1.970535 -3.749897  -1.1303
3 H -0.761759 -5.168265 2.660203  0.4018
4 H -2.786759 0.165935 1.895203  0.2375
5 H 9.071141 -0.924165 -0.752897  0.4003
6 H 3.117041 2.403135 -3.082397  0.5407
7 C -4.668959 2.225835 3.436203  -0.8860
8 H -3.237859 2.429935 -4.633497  0.4725
9 C 1.931941 1.005735 -1.975597  -1.1472
10 H -5.435659 2.251835 -0.692297  0.3999
11 H -4.719659 1.211135 3.028303  0.2042
12 C 2.456841 2.259635 -2.238297  -1.1798
13 H 0.726441 5.715035 -1.003997  0.4216
14 C 6.571941 0.085735 -2.791397  -0.7584
15 H 8.661141 -0.277565 -3.100497  0.3883
16 C -2.926759 1.639835 -1.359397  0.1916
17 H -4.931459 2.732535 0.949103  -0.0934
18 C -2.383259 2.638135 3.485303  0.3569
19 C 0.343041 -1.464965 1.557503  0.9631
20 H 3.120741 -3.759465 -2.866297  0.3104
21 V 0.096641 -1.095265 -0.494597  -1.9270
22 N -0.251659 1.808835 0.868903  0.1079
23 H 0.512441 6.136535 0.711703  0.2584
24 H -2.444359 4.390635 4.681903  0.5140
25 H -5.571959 2.773535 3.173403  0.3189
26 H 0.073641 -2.328265 4.723303  0.3756
27 C 2.129941 3.344835 -1.446697  -0.5994
28 H -0.255359 2.550035 1.561203  0.5829
29 H -0.336559 -0.038265 -2.737297  0.0073
30 C -0.795059 -4.640765 -1.968097  -1.8377
31 H -4.588959 2.164135 4.524603  0.4321
32 H -3.281159 -1.929765 2.532503  0.4993
33 H -1.360959 -5.341765 -2.575797  0.5007
34 H -4.281859 2.856335 -2.486197  0.5451
35 O 0.767841 4.177035 0.391303  -0.3545
36 H 3.855841 -2.920965 -1.466697  0.4064
37 H -2.709359 -1.872065 0.857703  -0.1204
38 F -2.140959 -1.757465 -3.803797  -0.2603
39 C -1.716059 1.156635 -3.815597  -0.9954
40 O -3.579359 2.948035 2.882003  -0.4426
41 C 3.462041 -2.800065 -2.477697  -0.8402
42 C -1.215059 0.580835 -2.663597  -0.1716
43 C 7.043341 -0.642665 -0.157197  0.0068
44 I 4.142341 -0.297465 0.804903  0.3794
45 H 0.288341 -0.469765 1.977303  -1.1272
46 O -3.486059 1.854335 -0.131497  -0.1332
47 C -0.907959 -2.497465 4.296503  -1.3547
48 C -3.420659 2.211335 -2.524397  -0.6045
49 C -4.632459 2.681935 -0.090897  -0.9560
50 C -0.709459 3.207035 5.129003  -0.7289
51 H 4.220941 -2.382865 -3.136397  0.2980
52 H 1.358141 -1.826365 1.727603  1.4285
53 C -2.674159 -2.436465 1.786503  -0.7896
54 N -1.323359 0.125535 -0.265697  1.7819
55 C -1.224059 0.892235 0.851303  -2.0844
56 C -2.950859 -3.302165 -1.796697  0.2722
57 H 0.231541 -4.602265 -2.327497  0.3407
58 O -0.886259 -2.361665 -1.159697  0.4019
59 C 1.072041 0.757735 -0.904097  1.4554
60 O 2.357341 -1.871065 -2.475497  -0.2898
61 F -3.251459 -4.114265 -0.785397  -0.2644
62 C -1.252359 -2.698765 -3.498797  0.3199
63 H 0.820941 1.736635 5.434603  0.5109
64 H -1.558959 -1.692165 4.619603  0.3713
65 C 5.529841 0.077235 -1.877497  0.1560
66 H -4.404859 3.692335 -0.440197  0.4807
67 F -0.031459 -2.145265 -3.637697  -0.1062
68 H -0.792859 -4.979165 -0.934897  0.2239
69 C -0.520259 1.170435 3.880903  0.2771
70 C -1.803759 0.783035 -1.416897  1.1527
71 H 2.129141 5.729335 0.101503  0.3573
72 H 6.385641 0.380635 -3.812097  0.4152
73 C 5.763141 -0.284965 -0.560997  -0.3976
74 N -1.957659 0.740735 1.956703  1.4763
75 H 0.821841 -4.552765 2.206703  0.3471
76 H -0.002859 0.246835 3.682703  0.6740
77 C 7.846841 -0.280365 -2.392097  -0.5470
78 H -3.149859 -3.394865 1.603003  0.5325
79 H -0.429059 -4.743465 0.996103  0.0757
80 C -1.416359 -3.233965 -2.045697  1.2035
81 F -1.342159 -3.647565 -4.429397  -0.3246
82 Br 7.412841 -1.130365 1.637903  -0.1824
83 C 1.236741 3.171935 -0.402897  1.2499
84 C 1.596541 -1.843665 -1.442097  0.8477
85 F -3.419259 -2.089765 -1.482097  -0.0914
86 C 8.081941 -0.643465 -1.079397  -0.3789
87 C 0.712141 1.886935 -0.156197  -0.8943
88 H -1.290659 -3.411065 4.739703  0.4101
89 H 4.535041 0.361635 -2.183397  0.4160
90 C -0.058459 2.011635 4.876003  -1.1908
91 C 1.063041 5.509135 0.015403  -1.0091
92 O 1.660741 -2.468665 -0.418197  -0.7722
93 C -1.647459 1.500135 3.131003  -0.9537
94 C -0.245259 -4.455265 2.025403  -1.0012
95 Si -0.871259 -2.689565 2.389003  0.3794
96 H -0.314459 3.902535 5.853403  0.4361
97 H 2.539641 4.314235 -1.671997  0.4962
98 F -3.628959 -3.738565 -2.857797  -0.2998
99 H 2.180141 0.220235 -2.673897  0.8352
100 C -1.887559 3.492235 4.465003  -0.1494

Forces on the atoms, in the same order (eV/Å):
H 0.06 -0.06 -0.15
C 0.24 -0.11 0.07
H -0.12 -0.11 0.14
H 0.07 0.03 -0.13
H 0.08 -0.02 0.01
H 0.03 -0.01 -0.04
C -0.27 -0.12 0.15
H -0.02 0.04 -0.15
C 0.12 0.02 -0.27
H -0.04 0.04 0.01
H -0.04 0.00 -0.01
C -0.14 -0.16 0.04
H 0.01 -0.04 0.03
C -0.05 -0.03 0.06
H 0.07 0.00 -0.04
C 0.05 -0.12 -0.06
H -0.01 -0.01 -0.07
C 0.00 -0.01 -0.10
C -0.36 0.03 -0.56
H -0.05 0.07 0.03
V 1.29 -0.35 2.02
N -0.43 -0.07 0.12
H 0.04 0.02 -0.04
H -0.09 0.08 0.01
H -0.02 -0.10 0.01
H 0.28 0.04 0.08
C -0.04 0.11 0.15
H 0.01 -0.13 0.00
H 0.03 -0.07 -0.10
C -0.07 0.43 0.19
H -0.02 0.05 -0.05
H -0.03 0.12 0.21
H 0.00 -0.01 -0.03
H -0.08 0.04 0.04
O -0.02 -0.58 0.03
H -0.04 0.07 -0.12
H -0.05 0.02 -0.11
F -0.14 0.02 -0.02
C -0.02 0.09 -0.12
O 0.62 0.03 -0.01
C 0.46 -0.40 0.13
C -0.24 0.06 0.42
C -0.05 -0.04 0.19
I 0.42 0.09 -0.36
H -0.03 0.21 0.12
O 0.32 -0.26 -0.23
C 0.17 0.09 -0.80
C -0.11 0.07 0.25
C -0.19 0.12 0.04
C -0.10 -0.06 -0.01
H -0.13 0.03 0.08
H -0.01 -0.03 -0.09
C 0.73 -0.11 0.10
N -1.41 -0.01 0.56
C 0.46 1.26 0.98
C -0.23 0.26 0.23
H 0.04 -0.02 -0.03
O -0.43 -0.19 0.26
C 0.37 0.08 0.04
O 0.07 -0.02 -0.23
F 0.17 -0.29 0.31
C 0.22 0.19 -0.34
H 0.13 -0.01 0.07
H -0.11 0.24 0.01
C 0.00 0.03 -0.07
H -0.01 -0.04 0.00
F 0.11 -0.10 -0.01
H -0.05 0.04 -0.08
C -0.13 0.05 0.02
C -0.65 0.73 -0.86
H 0.00 -0.06 0.01
H -0.03 0.03 -0.12
C -0.29 -0.09 0.53
N 0.11 -0.22 -0.25
H 0.15 0.05 0.08
H 0.07 -0.05 -0.05
C -0.03 0.03 -0.03
H -0.05 -0.15 -0.02
H -0.02 0.00 -0.15
C -0.76 -1.13 -1.46
F -0.08 -0.27 0.13
Br 0.11 0.02 -0.25
C -0.17 -0.23 -0.08
C 0.55 0.68 -1.66
F -0.06 0.12 -0.01
C 0.02 -0.03 0.19
C 0.28 0.16 -0.22
H -0.11 -0.24 0.00
H -0.08 0.04 0.00
C 0.09 -0.07 -0.07
C 0.01 0.30 0.00
O 0.31 -0.79 1.07
C -0.12 0.24 0.33
C -0.28 0.75 -0.01
Si -0.32 -0.37 0.24
H -0.02 0.02 0.11
H 0.04 0.15 0.02
F 0.14 -0.17 -0.22
H 0.02 0.05 0.10
C -0.13 0.00 -0.11